52
Properties=species:S:1:pos:R:3:lowdin_charge:R:1 method="wB97M-V/def2-TZVPD" e_above_lowest_kj_mol=0.0 multiplicity=1 largest_force_ev_per_a=0.5 e_tot_ev=-184164.9426 gap_ev=6.38 charge=-2
Ir -0.13 0.07 0.70 1.476
O 3.61 -0.35 2.38 0.021
C 2.69 -0.03 1.63 -0.574
O 1.59 -0.71 1.52 -0.159
C 2.90 1.17 0.68 -0.095
C 2.51 0.75 -0.74 -0.245
C 3.05 1.74 -1.78 -0.083
C 2.09 2.95 -1.61 -0.085
C 1.21 2.47 -0.46 -0.238
O 1.10 1.06 -0.76 -0.207
C 2.02 2.46 0.85 -0.101
C 1.08 2.47 2.05 -0.590
O 1.29 3.25 2.98 0.028
O 0.08 1.67 1.97 -0.131
H 3.95 1.42 0.76 0.143
H 2.65 -0.29 -0.96 0.130
H 2.95 1.30 -2.78 0.112
H 4.09 1.98 -1.61 0.108
H 1.48 3.11 -2.50 0.117
H 2.61 3.87 -1.36 0.110
H 0.21 2.91 -0.42 0.127
H 2.65 3.34 0.94 0.144
Br -0.88 -3.92 4.70 0.704
C -1.44 -2.28 3.92 -0.656
C -2.51 -1.59 4.45 -0.119
C -2.87 -0.40 3.84 -0.035
C -2.17 0.05 2.74 -0.082
N -1.14 -0.65 2.25 -0.100
C -0.76 -1.80 2.82 -0.141
H -3.05 -1.98 5.30 0.095
H -3.71 0.18 4.21 0.106
H -2.41 0.95 2.21 0.111
H 0.09 -2.30 2.38 0.113
C 0.12 -2.13 -4.03 -0.043
N -0.63 -2.21 -2.79 -0.074
C -1.95 -2.51 -2.77 -0.085
C -2.64 -2.49 -1.63 -0.003
C -2.00 -2.02 -0.41 -0.494
O -2.62 -2.05 0.65 0.006
N -0.69 -1.57 -0.49 0.031
C 0.04 -1.77 -1.64 -0.520
O 1.24 -1.61 -1.74 0.024
H -0.55 -2.39 -4.85 0.078
H 0.97 -2.82 -4.02 0.080
H 0.50 -1.12 -4.17 0.092
H -2.39 -2.77 -3.73 0.116
H -3.69 -2.73 -1.59 0.102
O -1.88 0.96 0.12 -0.584
Se -2.12 1.50 -1.50 0.768
O -3.70 1.29 -1.80 -0.517
O -1.15 0.56 -2.42 -0.470
O -1.67 3.06 -1.52 -0.514


42
Properties=species:S:1:pos:R:3:lowdin_charge:R:1 method="wB97M-V/def2-TZVPD" e_above_lowest_kj_mol=679.7 smiles="CN(c1c(N)n(Cc2ccccc2)c(=O)[nH]c1=O)S(=O)(=O)c1ccco1" multiplicity=1 largest_force_ev_per_a=8.0 e_tot_ev=-43879.4962 gap_ev=8.88
C -2.78 1.53 2.19 -0.044
N -2.02 0.34 1.56 -0.194
C -0.72 0.52 1.00 -0.120
C -0.41 0.07 -0.30 -0.214
N -1.45 -0.35 -1.04 0.143
N 0.89 0.04 -0.88 0.080
C 1.27 -0.61 -2.11 -0.122
C 1.80 0.14 -3.30 -0.185
C 2.70 -0.41 -4.30 0.003
C 3.22 0.43 -5.38 -0.050
C 2.81 1.76 -5.44 -0.158
C 2.06 2.21 -4.50 -0.129
C 1.58 1.54 -3.34 0.001
C 1.91 0.68 -0.11 -0.465
O 2.97 1.08 -0.46 0.129
N 1.64 1.16 1.12 0.209
C 0.40 1.31 1.59 -0.418
O 0.20 1.95 2.61 0.066
S -2.77 -1.29 1.81 0.851
O -4.25 -1.20 1.73 -0.304
O -2.23 -2.33 0.85 -0.337
C -2.11 -1.78 3.51 -0.285
C -0.97 -2.55 3.83 -0.008
C -0.94 -2.68 5.28 -0.055
C -1.97 -2.00 5.68 -0.122
O -2.69 -1.41 4.67 0.016
H -3.82 1.66 1.62 0.121
H -2.19 2.41 2.04 0.055
H -2.96 1.41 3.30 0.094
H -1.78 -1.13 -0.77 -0.027
H -2.16 0.41 -1.14 0.156
H 0.49 -1.33 -2.42 0.139
H 2.00 -1.37 -1.86 0.129
H 2.95 -1.51 -4.22 0.112
H 3.78 -0.02 -6.19 0.091
H 3.11 2.33 -6.32 0.119
H 1.94 3.23 -4.72 0.092
H 1.04 2.16 -2.63 0.113
H 2.34 1.75 1.46 0.154
H -0.39 -3.03 3.01 0.119
H -0.13 -3.07 5.91 0.122
H -2.34 -2.03 6.67 0.123


18
Properties=species:S:1:pos:R:3:lowdin_charge:R:1 method="wB97M-V/def2-TZVPD" e_above_lowest_kj_mol=624.6 smiles="NN1CC=CC=C1[N+](=O)O" multiplicity=1 largest_force_ev_per_a=4.2 e_tot_ev=-13866.7487 gap_ev="6.99 / 6.99" charge=+1
N -0.70 1.87 -0.19 0.069
N -0.45 0.47 -0.49 -0.122
C -0.42 -0.25 0.79 -0.130
C 0.10 -1.68 0.68 -0.002
C 1.15 -1.95 -0.11 -0.025
C 1.39 -1.00 -1.23 0.109
C 0.67 0.16 -1.39 -0.111
N 0.89 1.08 -2.44 -0.212
O 1.55 0.81 -3.38 0.228
O 0.42 2.29 -2.37 0.177
H -0.43 2.10 0.77 0.131
H -1.71 1.99 -0.07 0.131
H -1.52 -0.30 1.06 0.166
H 0.44 0.21 1.25 0.135
H 0.00 -2.34 1.54 0.129
H 1.54 -2.89 -0.20 0.089
H 2.09 -1.24 -2.05 0.143
H -0.21 2.37 -1.54 0.094


16
Properties=species:S:1:pos:R:3:lowdin_charge:R:1 method="wB97M-V/def2-TZVPD" e_above_lowest_kj_mol=854.1 multiplicity=1 largest_force_ev_per_a=6.2 e_tot_ev=-10437.8741 gap_ev=10.29
C 1.87 -0.23 -0.18 -0.072
C 0.64 0.96 -0.23 -0.152
C -0.57 0.79 0.60 -0.374
C -0.05 -1.15 0.26 -0.267
C -1.61 -1.25 -0.24 0.015
C -1.91 0.02 -0.07 0.011
H 2.72 0.35 0.48 0.162
H 2.19 -0.39 -1.23 0.107
H 0.31 1.22 -1.27 0.108
H 1.22 2.00 -0.05 0.144
H -0.66 1.70 1.18 0.140
H -0.05 -0.86 -0.75 0.084
H -2.31 -1.95 -0.43 0.063
H -3.00 0.45 0.04 0.140
O -0.14 -0.19 1.41 -0.041
O 1.33 -1.47 0.49 -0.069


49
Properties=species:S:1:pos:R:3:lowdin_charge:R:1 method="wB97M-V/def2-TZVPD" e_above_lowest_kj_mol=139.2 multiplicity=1 largest_force_ev_per_a=4.0 e_tot_ev=-38381.6511 gap_ev=8.88 charge=-2
C -0.25 -0.30 -0.27 -0.641
O -0.80 -1.57 -0.18 -0.166
O 0.02 0.38 0.80 -0.134
O 0.28 0.06 -1.38 -0.075
O 0.63 3.15 -2.19 -0.049
H 1.18 3.94 -2.29 0.035
H 0.89 2.78 -1.38 -0.054
O 2.49 1.67 2.99 -0.057
H 3.13 0.96 2.85 0.035
H 1.68 1.19 3.01 -0.046
O 2.69 0.71 -2.11 -0.086
H 2.75 -0.10 -2.67 0.032
H 1.85 0.57 -1.68 -0.046
O -1.81 -2.85 2.13 -0.063
H -2.65 -2.56 2.38 -0.007
H -1.41 -2.26 1.45 0.006
O -0.40 3.25 2.47 -0.061
H -1.29 3.23 2.06 0.044
H 0.13 3.02 1.74 -0.065
O -1.68 -1.55 -2.67 -0.060
H -1.55 -2.36 -3.17 0.052
H -1.22 -1.71 -1.84 -0.016
O -1.28 1.06 -3.25 -0.067
H -0.62 1.01 -2.59 -0.047
H -1.59 0.15 -3.33 -0.019
O 1.27 2.52 0.44 -0.043
H 2.18 2.52 0.67 0.038
H 0.92 1.65 0.66 -0.012
O 0.38 -0.11 3.33 -0.104
H 1.05 -0.87 3.29 0.090
H 0.11 0.14 2.41 -0.002
O 2.48 -0.87 0.43 -0.036
H 1.55 -0.71 0.27 -0.016
H 2.82 -1.71 0.09 0.034
O 1.09 -3.32 0.87 -0.059
H 1.81 -3.37 0.21 0.028
H 0.48 -2.78 0.39 -0.034
O -1.55 2.44 -0.34 -0.028
H -2.09 1.89 -0.91 0.037
H -0.93 1.77 -0.05 -0.028
O -2.31 0.24 1.77 -0.054
H -1.46 0.36 1.37 -0.057
H -2.67 -0.61 1.54 -0.035
O -3.22 -1.40 0.05 -0.089
H -2.29 -1.25 -0.14 -0.052
H -3.40 -2.35 0.21 0.055
O 1.22 -2.02 -2.71 -0.111
H 0.67 -2.80 -2.48 0.021
H 0.72 -1.27 -2.23 0.013


85
Properties=species:S:1:pos:R:3:lowdin_charge:R:1 method="wB97M-V/def2-TZVPD" multiplicity=1 largest_force_ev_per_a=1.0 e_tot_ev=-63254.7504 gap_ev=6.94
N 0.96 -4.03 0.96 0.016
C -0.26 -3.59 0.28 -0.297
C -0.01 -2.35 -0.54 -0.194
C 0.17 -1.09 0.32 -0.192
C -0.18 0.20 -0.44 -0.174
C -1.50 0.88 -0.02 -0.197
C -2.53 -0.09 0.45 -0.225
C -2.82 -0.34 1.74 -0.549
I -1.91 0.61 3.36 1.192
C -3.83 -1.36 2.11 -0.433
O -4.24 -1.48 3.25 0.055
C -4.29 -2.24 1.03 0.064
C -4.03 -2.03 -0.26 -0.118
C -4.45 -2.92 -1.39 -0.205
N -5.47 -3.92 -1.08 0.012
C -3.23 -0.83 -0.63 -0.278
O -3.12 -0.48 -1.80 0.123
H 0.75 -4.60 1.77 0.024
H 1.49 -3.23 1.27 0.058
H -0.56 -4.39 -0.40 0.102
H -1.08 -3.44 1.00 0.101
H -0.84 -2.22 -1.24 0.101
H 0.91 -2.49 -1.10 0.104
H 1.22 -1.03 0.56 0.105
H -0.35 -1.19 1.26 0.078
H -0.28 -0.03 -1.51 0.080
H 0.63 0.91 -0.37 0.098
H -1.32 1.66 0.71 0.063
H -1.90 1.37 -0.90 0.099
H -4.86 -3.11 1.35 0.122
H -3.56 -3.42 -1.76 0.132
H -4.82 -2.29 -2.19 0.123
H -6.29 -3.45 -0.72 0.085
H -5.13 -4.56 -0.38 0.071
O -0.80 -1.18 6.39 -0.072
H -1.43 -1.15 5.66 -0.029
H -1.34 -1.37 7.17 0.046
O 0.31 1.00 -3.36 -0.051
H 1.01 1.57 -3.70 0.007
H -0.38 1.04 -4.03 0.060
O 0.40 3.40 -1.31 -0.047
H -0.25 2.81 -1.73 0.045
H -0.13 3.89 -0.67 0.068
O 1.36 -5.86 3.26 -0.077
H 1.75 -6.23 4.07 0.012
H 1.92 -6.22 2.56 0.038
O 2.62 1.53 -4.99 -0.058
H 3.05 2.25 -5.44 0.049
H 3.32 1.14 -4.44 0.019
O -0.16 5.91 -2.79 -0.052
H 0.20 5.23 -2.20 -0.031
H -1.10 5.92 -2.58 0.042
O 5.08 -0.36 -4.30 -0.056
H 5.11 -1.08 -3.66 0.035
H 5.04 -0.81 -5.16 0.049
O 2.62 6.20 -0.66 -0.032
H 2.81 6.32 -1.60 0.057
H 1.87 5.61 -0.65 0.022
O 3.68 -6.48 4.83 -0.046
H 3.66 -6.46 5.79 0.050
H 4.47 -6.00 4.59 0.052
O -3.70 3.25 0.56 -0.051
H -3.67 2.55 1.22 0.010
H -3.80 2.79 -0.27 0.030
O -5.29 -6.92 -2.33 -0.066
H -5.36 -6.09 -1.84 -0.017
H -4.74 -6.70 -3.08 0.030
O -0.11 1.71 5.68 -0.149
H 0.53 2.28 6.12 0.035
H -0.32 1.04 6.35 0.013
O 2.40 4.11 -3.58 -0.047
H 1.77 4.20 -4.30 0.050
H 1.85 3.87 -2.82 -0.004
O 4.67 7.75 1.04 -0.062
H 4.02 7.18 0.61 -0.014
H 4.15 8.26 1.67 0.030
O 2.42 3.40 4.66 -0.053
H 2.71 3.66 3.78 0.036
H 1.64 2.86 4.50 0.006
O 5.18 4.59 -1.95 -0.053
H 4.53 4.03 -2.38 0.006
H 4.67 5.10 -1.32 0.004
O 2.95 -1.35 -2.58 -0.049
H 2.69 -1.08 -3.47 0.029
H 2.90 -0.54 -2.06 0.042


61
Properties=species:S:1:pos:R:3:mulliken_spin:R:1 method="wB97M-V/def2-TZVPD" multiplicity=2 largest_force_ev_per_a=2.1 e_tot_ev=-68396.3821 gap_ev="5.74 / 6.43" charge=+2
Tc 1.51 0.48 0.24 1.263
F -1.12 2.68 -5.37 0.001
C -0.69 2.68 -4.13 0.006
C 0.32 1.80 -3.76 0.000
F 0.85 0.97 -4.64 0.000
C 0.72 1.82 -2.45 -0.001
F 1.70 0.94 -2.05 0.009
C 0.18 2.64 -1.49 0.013
S 0.70 2.54 0.17 0.054
C -0.82 3.51 -1.89 0.019
F -1.41 4.31 -1.01 0.000
C -1.25 3.53 -3.20 -0.003
F -2.23 4.34 -3.57 0.000
C -1.78 -2.59 4.07 -0.005
C -2.40 -1.46 3.55 0.002
C -2.00 -0.95 2.32 -0.002
C -0.99 -1.59 1.59 -0.010
C -0.36 -2.72 2.13 -0.004
C -0.77 -3.22 3.36 0.003
P -0.40 -0.94 0.02 -0.037
C -1.74 -0.17 -0.89 -0.005
C -2.35 0.98 -0.40 0.014
C -3.42 1.56 -1.07 -0.006
C -3.85 1.00 -2.27 -0.002
C -3.22 -0.13 -2.79 0.002
C -2.16 -0.71 -2.11 0.001
C 0.24 -2.35 -0.89 -0.048
C 1.54 -2.32 -1.40 0.000
C 2.05 -3.40 -2.12 0.000
C 1.25 -4.51 -2.34 -0.001
C -0.04 -4.56 -1.82 0.001
C -0.55 -3.49 -1.09 0.001
H -2.10 -2.99 5.03 0.000
H -3.19 -0.96 4.10 0.000
H -2.51 -0.09 1.92 0.001
H 0.43 -3.22 1.59 -0.001
H -0.29 -4.10 3.76 0.000
H -2.01 1.45 0.52 0.003
H -3.90 2.44 -0.67 0.000
H -4.68 1.45 -2.80 0.000
H -3.56 -0.56 -3.73 0.000
H -1.68 -1.59 -2.52 0.000
H 2.19 -1.47 -1.26 0.028
H 3.05 -3.36 -2.52 0.000
H 1.63 -5.34 -2.91 0.000
H -0.66 -5.44 -1.98 0.000
H -1.55 -3.55 -0.67 0.000
C 1.90 -0.12 2.15 -0.145
C 2.52 1.18 2.35 -0.047
C 3.89 1.38 2.03 -0.027
C 4.52 2.55 2.41 0.005
C 3.79 3.52 3.09 -0.083
C 2.42 3.36 3.37 0.020
C 1.78 2.22 2.98 -0.035
H 1.03 -0.35 2.76 0.014
H 2.56 -0.99 2.08 0.006
H 4.45 0.59 1.54 -0.001
H 5.57 2.69 2.22 -0.001
H 4.29 4.42 3.42 -0.002
H 1.88 4.14 3.88 0.000
H 0.72 2.07 3.18 -0.002


17
Properties=species:S:1:pos:R:3:lowdin_charge:R:1 method="wB97M-V/def2-TZVPD" e_above_lowest_kj_mol=486.7 multiplicity=1 largest_force_ev_per_a=4.7 e_tot_ev=-18224.8548 gap_ev=9.63
C 2.36 -0.26 1.69 -0.027
C -1.43 1.72 -0.97 -0.398
C 3.26 -0.70 0.88 -0.206
C 4.31 -0.84 0.11 -0.031
C -3.40 0.19 0.09 -0.275
O -1.81 -1.34 -1.34 -0.368
S -1.63 0.29 -0.31 0.943
H 1.66 0.58 1.40 0.072
H 1.97 -0.69 2.63 0.062
H -2.20 2.15 -1.66 0.038
H -0.44 1.94 -1.26 -0.015
H -0.94 -1.59 -1.32 -0.088
H 5.28 -0.30 0.23 0.070
H 4.42 -1.50 -0.79 0.065
H -3.55 0.23 1.19 0.057
H -4.08 0.93 -0.32 0.044
H -3.78 -0.80 -0.26 0.057